1.
# C22H40As2MgN6

A structure of composition C22H40As2MgN6 (wB97M-V/def2-TZVPD, the OMol25 dataset).

Element x y z (Å)
Mg1 -0.20 -0.45 -0.68
C1 3.88 -0.87 -1.84
As1 2.29 -1.16 -0.75
C2 2.60 -3.06 -0.37
C3 2.77 -0.38 0.98
C4 4.06 0.11 1.18
C5 4.41 0.70 2.39
C6 3.47 0.82 3.40
C7 2.19 0.32 3.21
C8 1.83 -0.29 2.01
As2 0.08 -1.15 1.83
C9 -1.03 -0.17 3.10
C10 0.47 -2.73 2.94
H1 4.67 -1.53 -1.50
H2 4.22 0.16 -1.80
H3 3.64 -1.12 -2.87
H4 3.50 -3.15 0.23
H5 2.76 -3.58 -1.32
H6 1.77 -3.52 0.15
H7 4.80 0.03 0.41
H8 5.41 1.07 2.53
H9 3.73 1.28 4.34
H10 1.47 0.39 4.02
H11 -0.68 -0.29 4.12
H12 -2.05 -0.56 3.03
H13 -1.05 0.89 2.84
H14 0.95 -2.38 3.85
H15 1.14 -3.41 2.43
H16 -0.46 -3.24 3.19
C11 -5.23 -0.55 -1.82
N1 -4.36 -1.52 -1.17
C12 -5.00 -2.70 -0.58
C13 -3.82 -3.60 -0.19
N2 -2.65 -2.76 -0.45
C14 -1.44 -3.47 -0.81
C15 -3.02 -1.56 -1.03
N3 -2.11 -0.66 -1.31
C16 -2.41 0.66 -1.86
C17 -1.85 1.75 -0.94
N4 -0.41 1.53 -0.84
C18 0.47 2.47 -0.68
N5 0.35 3.72 -0.23
C19 -0.85 4.48 0.08
C20 1.63 4.43 -0.26
C21 2.61 3.27 -0.43
N6 1.81 2.20 -1.05
C22 1.91 2.21 -2.53
H17 -6.19 -1.04 -2.00
H18 -4.83 -0.25 -2.78
H19 -5.42 0.32 -1.19
H20 -5.66 -3.17 -1.31
H21 -5.61 -2.41 0.28
H22 -3.79 -4.50 -0.80
H23 -3.86 -3.89 0.86
H24 -1.67 -4.30 -1.48
H25 -0.95 -3.87 0.08
H26 -0.75 -2.81 -1.34
H27 -3.47 0.86 -2.00
H28 -1.91 0.76 -2.83
H29 -2.33 1.67 0.04
H30 -2.10 2.72 -1.37
H31 -1.57 3.87 0.63
H32 -1.32 4.87 -0.82
H33 -0.57 5.32 0.71
H34 1.79 4.98 0.67
H35 1.66 5.14 -1.09
H36 2.96 2.92 0.55
H37 3.48 3.53 -1.04
H38 1.55 3.15 -2.96
H39 1.33 1.39 -2.94
H40 2.95 2.09 -2.82

Its total charge is +2.

2.
# C8H10N3

A structure of composition C8H10N3 (wB97M-V/def2-TZVPD, the OMol25 dataset).

Element x y z (Å)
C1 1.09 0.07 -3.28
C2 -0.16 0.51 -3.68
C3 1.31 -0.10 -1.90
C4 -1.10 0.81 -2.62
C5 0.32 0.19 -0.97
C6 1.24 -0.40 2.68
C7 0.42 -0.01 0.45
C8 -2.10 -1.24 0.92
N1 -0.85 0.71 -1.34
N2 1.21 -0.08 1.35
N3 -1.37 -0.24 0.82
H1 1.94 -0.29 -3.98
H2 -0.49 0.48 -4.66
H3 2.39 -0.44 -1.55
H4 -2.18 0.94 -2.96
H5 1.58 0.41 3.37
H6 0.22 -0.82 3.05
H7 -1.64 -2.16 0.94
H8 2.01 -1.13 2.84
H9 -3.27 -1.14 0.83
H10 -1.76 0.81 0.76

The value obtained for the energy above the lowest of the compared OMol25 structures with the same formula, charge and spin is 1.9881 eV. Its total charge is +1.

3.
# C26H20FN3O4S

An isolated molecule of C26H20FN3O4S (wB97M-V/def2-TZVPD, the OMol25 dataset).

Element x y z (Å)
O1 3.30 2.65 -1.21
C1 2.94 1.92 -2.11
N1 3.76 1.55 -3.13
H1 3.42 0.94 -3.85
C2 5.17 1.89 -3.14
C3 6.02 0.68 -2.97
C4 6.32 -0.07 -1.87
C5 7.14 -1.13 -2.33
C6 7.28 -0.94 -3.66
O2 6.61 0.15 -4.07
H2 7.82 -1.49 -4.41
H3 7.56 -1.91 -1.73
H4 5.99 0.12 -0.87
H5 5.32 2.59 -2.31
H6 5.42 2.38 -4.09
C7 1.54 1.40 -2.22
C8 1.26 0.11 -2.67
C9 -0.04 -0.34 -2.72
C10 -1.09 0.49 -2.33
C11 -0.81 1.78 -1.87
C12 0.50 2.22 -1.81
H7 0.73 3.21 -1.44
H8 -1.62 2.41 -1.55
C13 -2.50 -0.02 -2.32
N2 -2.79 -0.61 -1.01
C14 -3.27 0.27 -0.05
O3 -3.53 1.42 -0.30
N3 -3.44 -0.25 1.22
C15 -3.15 -1.55 1.51
C16 -2.72 -2.40 0.51
C17 -2.50 -1.96 -0.84
O4 -2.09 -2.64 -1.76
S1 -2.43 -4.00 1.10
C18 -2.90 -3.51 2.68
C19 -3.25 -2.20 2.76
H9 -3.56 -1.73 3.68
H10 -2.88 -4.23 3.47
C20 -3.84 0.67 2.28
C21 -2.70 0.94 3.23
C22 -2.89 0.90 4.60
C23 -1.84 1.15 5.47
C24 -0.60 1.44 4.94
C25 -0.38 1.50 3.58
C26 -1.44 1.25 2.73
H11 -1.29 1.30 1.66
H12 0.60 1.74 3.20
F1 0.43 1.68 5.78
H13 -1.98 1.12 6.54
H14 -3.87 0.68 5.01
H15 -4.70 0.25 2.81
H16 -4.14 1.60 1.78
H17 -3.22 0.78 -2.49
H18 -2.63 -0.82 -3.06
H19 -0.26 -1.34 -3.04
H20 2.07 -0.55 -2.95

The value obtained for the energy above the lowest of the compared OMol25 structures with the same formula, charge and spin is 0.0887 eV.

| no. | maximum force (eV/Å) | LUMO (eV) |
| --- | --- | --- |
| 1 | 1.01 | -4.528 |
| 2 | 4.55 | -3.939 |
| 3 | 1.05 | 0.178 |